{"formula": "C19H52ClO11", "method": "ωB97M-V with the def2-TZVPD basis set", "species": ["Cl", "O", "O", "O", "O", "C", "C", "C", "O", "H", "H", "H", "H", "H", "H", "H", "H", "C", "C", "C", "O", "H", "H", "H", "H", "H", "H", "H", "H", "C", "C", "C", "O", "H", "H", "H", "H", "H", "H", "H", "H", "C", "C", "C", "O", "H", "H", "H", "H", "H", "H", "H", "H", "C", "C", "C", "O", "H", "H", "H", "H", "H", "H", "H", "H", "C", "C", "C", "O", "H", "H", "H", "H", "H", "H", "H", "H", "C", "O", "H", "H", "H", "H"], "coordinates": [[0.0451, 0.0313, -0.1027], [0.0711, -1.3180, -0.5895], [1.0301, 0.7825, -0.7927], [-1.2142, 0.6898, -0.1699], [0.2982, -0.1323, 1.3168], [-0.6302, 2.9453, -1.7697], [0.8888, 3.2468, -1.7010], [1.1627, 4.6873, -2.1818], [1.2474, 3.1712, -0.3557], [-1.0491, 3.6023, -1.0076], [-0.8700, 1.9120, -1.5187], [-0.9073, 3.1472, -2.8044], [1.4089, 2.5214, -2.3265], [0.4934, 5.3932, -1.6901], [0.9816, 4.8998, -3.2355], [2.1848, 4.9115, -1.8767], [0.9966, 2.3095, -0.0149], [1.7420, -3.5449, 2.8200], [1.4809, -2.2300, 2.0762], [2.6022, -1.7616, 1.1936], [0.3597, -2.5450, 1.2887], [0.9330, -3.6842, 3.5370], [2.5445, -3.4781, 3.5546], [1.8442, -4.4351, 2.1993], [1.2762, -1.4398, 2.7985], [3.5287, -1.4676, 1.6868], [2.2306, -0.8802, 0.6710], [2.8524, -2.5262, 0.4582], [0.2863, -1.8541, 0.6262], [2.4961, -3.2094, -3.1305], [1.9701, -2.2898, -2.0703], [2.9466, -1.2822, -1.6002], [1.0634, -1.5744, -2.6961], [1.6665, -3.8480, -3.4338], [3.2876, -3.8704, -2.7772], [2.7437, -2.7939, -4.1073], [1.5691, -2.8161, -1.2042], [3.6573, -0.9347, -2.3500], [3.5808, -1.7884, -0.8724], [2.4764, -0.3838, -1.2003], [0.7414, -0.8935, -2.1009], [-3.9483, 1.1007, -1.9391], [-3.0956, -0.0777, -2.4962], [-1.7254, 0.2879, -3.1072], [-2.9003, -0.8827, -1.4717], [-4.3071, 1.8672, -2.6260], [-3.2694, 1.4964, -1.1838], [-4.7950, 0.7295, -1.3616], [-3.7605, -0.6123, -3.1746], [-0.9395, -0.0664, -2.4402], [-1.5131, 1.3503, -3.2273], [-1.6965, -0.2556, -4.0516], [-2.3732, -0.4086, -0.8244], [2.5345, 2.9785, 3.4119], [2.0360, 2.2654, 2.1741], [2.9955, 1.2314, 1.6759], [0.8405, 1.6534, 2.5214], [3.5574, 3.3209, 3.2552], [2.6609, 2.2847, 4.2431], [1.8877, 3.8144, 3.6785], [2.0054, 2.9833, 1.3545], [2.7225, 1.0467, 0.6369], [2.9304, 0.3165, 2.2648], [3.9983, 1.6583, 1.6638], [0.4693, 1.1693, 1.7801], [-2.8265, 0.9875, 1.8536], [-2.8721, -0.3845, 2.4960], [-4.3088, -0.9482, 2.4802], [-1.9640, -1.1575, 1.7560], [-3.2823, 0.9855, 0.8635], [-1.8144, 1.2644, 1.5586], [-3.1834, 1.8017, 2.4843], [-2.4942, -0.3733, 3.5183], [-4.9384, -0.4101, 3.1889], [-4.2259, -2.0055, 2.7319], [-4.8571, -0.8639, 1.5419], [-1.1559, -0.6787, 1.5575], [-2.4117, -2.4568, -0.3296], [-1.2682, -3.0278, 0.2920], [-2.2549, -2.4344, -1.4080], [-3.3071, -2.9790, 0.0075], [-2.5568, -1.4581, 0.0823], [-0.6105, -2.3826, 0.0223]], "forces_ev_per_angstrom": [[-0.5468, 0.4674, 1.3200], [-0.5310, 3.3600, -3.2092], [-0.0924, -0.4254, -0.0066], [0.3790, -0.5180, -1.1161], [0.4483, -0.0021, -2.0370], [1.3278, 0.3357, -0.4029], [-1.9632, 0.5090, -0.7317], [0.0159, -0.3364, 0.6279], [0.7895, 1.2443, 0.1853], [-0.5339, 0.1441, -0.3480], [0.2073, 1.1237, -0.4107], [-0.6484, 0.3007, 0.1795], [0.3966, -0.0038, -0.0242], [0.0106, -0.0999, 0.4640], [0.3471, -0.5790, -0.1780], [0.0630, 0.3085, -0.3063], [0.1070, 0.5167, -0.3008], [0.0399, 0.6128, 1.4026], [0.6174, -1.7335, 0.4470], [0.1264, -0.3844, -0.1267], [4.2650, -0.3259, 4.0884], [-0.6259, -0.2792, -0.4568], [0.7871, 0.0888, -0.4068], [0.0098, 0.2674, -0.1643], [-0.2023, 0.0173, 0.3591], [-0.0375, -0.1481, 0.2298], [0.6750, -0.6158, 0.1228], [-0.2460, -0.1399, 0.4531], [1.4861, -1.2814, 2.2928], [-0.1938, -1.8672, -0.2653], [2.6267, -0.5011, 0.1683], [2.9300, -0.0428, 0.6399], [-4.1727, 2.2117, -3.5312], [-0.1791, -0.3909, 0.3014], [0.1620, 0.0601, -0.0289], [0.4693, 0.8400, 0.4415], [0.0027, -0.6379, -0.0242], [-0.2952, -0.0870, -0.6451], [0.2986, 0.7054, -0.0306], [0.5649, -0.7469, 0.0007], [0.2350, -0.4323, -1.0078], [0.7675, 0.0752, 0.0754], [-1.7752, 3.1244, -2.0397], [-0.6142, 0.0273, -0.6956], [-1.8172, 2.4308, -1.1098], [0.2799, 0.0732, -0.1134], [-0.2094, 0.8411, -0.0697], [-0.1029, -0.3254, -0.2611], [0.3367, -0.1574, -0.6206], [-0.3080, -0.2561, -0.5371], [-0.5272, -0.3507, -0.5091], [0.6571, 0.2001, -0.0721], [-0.1951, 0.1572, -0.3522], [0.6893, -0.1043, 0.0822], [1.1217, 0.5722, 0.8201], [0.4762, 0.1280, -0.2323], [-0.7201, 2.2164, 1.2664], [-0.0058, 0.4615, -0.2424], [-0.5110, -0.1293, 0.1728], [0.0328, -0.0858, 0.1352], [-0.5130, 0.3136, 0.6292], [0.3924, -0.3824, 0.1286], [0.2257, 0.3433, -0.0013], [0.2235, -0.2277, 0.0375], [0.2698, 0.6771, 0.9057], [0.3039, 1.0711, 0.3189], [0.0844, 1.0015, -0.8266], [0.6941, -0.3148, 0.0907], [-1.2895, -0.8686, 1.6471], [-0.7409, -0.0506, 0.3225], [-0.2020, 0.1044, 1.1151], [-0.4521, -0.0197, -0.0495], [-0.3180, 0.2980, 0.4049], [0.1974, -0.1058, 0.3687], [-0.3403, -0.0503, 0.1614], [0.5104, 0.0127, -0.3867], [-0.6435, -0.2104, 1.3248], [1.2014, -3.1557, 1.6255], [-3.7534, -1.8315, -2.0953], [-0.0586, -1.5826, 0.8002], [-0.1818, -0.4625, -0.3088], [0.2324, -2.1302, 0.5146], [-2.5371, -2.8630, -0.3896]], "spin_multiplicity": 1, "charge": -1, "orbital_gap_ev": 7.65}



{"formula": "C3H2O3Pb", "method": "ωB97M-V with the def2-TZVPD basis set", "species": ["O", "C", "H", "H", "O", "Pb", "O", "C", "C"], "coordinates": [[1.6539, 0.3631, 0.1356], [2.3449, -0.6435, -0.0292], [3.3783, -0.5943, 0.3314], [1.9052, -1.5135, -0.5339], [-0.0064, 0.1830, 0.3179], [-0.1644, 1.8271, -0.9519], [-2.0110, 0.8247, 0.2455], [-2.9964, 0.1584, 0.2258], [-4.1041, -0.6051, 0.2588]], "forces_ev_per_angstrom": [[-1.0533, 0.1428, 1.4510], [-0.4069, -0.7917, -0.3220], [0.1368, 0.1301, -0.4062], [0.1328, -0.2281, 0.5423], [3.1442, -1.1096, -0.3101], [-0.6314, 1.8103, -1.0506], [-1.2811, -0.0150, -0.1051], [0.5467, 0.4774, 0.2097], [-0.5879, -0.4163, -0.0090]], "spin_multiplicity": 1, "charge": 2, "orbital_gap_ev": [7.09, 7.02]}



{"formula": "C34H28BrCl2FN3O3S2Ti", "method": "ωB97M-V with the def2-TZVPD basis set", "species": ["Ti", "O", "C", "C", "C", "N", "C", "Br", "C", "H", "H", "H", "H", "O", "C", "C", "C", "C", "C", "C", "C", "N", "C", "C", "N", "H", "H", "H", "H", "H", "H", "H", "Cl", "C", "C", "C", "C", "C", "Cl", "C", "S", "H", "H", "H", "F", "C", "C", "C", "C", "C", "C", "C", "H", "H", "H", "H", "H", "H", "C", "S", "O", "C", "C", "C", "C", "C", "C", "H", "H", "H", "H", "H", "H", "H", "H"], "coordinates": [[0.2474, -0.0314, 0.8620], [-0.4787, -1.5664, -5.3816], [-0.3513, -1.2737, -4.0794], [0.8697, -1.0627, -3.4491], [0.8650, -0.7581, -2.1094], [-0.2411, -0.6331, -1.3557], [-1.3991, -0.8503, -1.9884], [-3.0186, -0.7257, -1.0379], [-1.5115, -1.1712, -3.3243], [0.3863, -1.6482, -5.8010], [1.8095, -1.1278, -3.9827], [1.8026, -0.6066, -1.5999], [-2.4777, -1.3379, -3.7754], [-1.3330, -0.5195, 1.5582], [-2.1662, -0.5116, 2.6040], [-3.4087, -1.1350, 2.5269], [-4.2618, -1.0894, 3.6127], [-3.8852, -0.4327, 4.7814], [-2.6395, 0.1545, 4.8640], [-1.7561, 0.1136, 3.7819], [-0.4027, 0.6484, 3.8630], [0.5349, 0.6715, 2.9072], [1.6700, 1.2202, 3.4877], [1.4130, 1.5309, 4.7766], [0.1061, 1.1654, 4.9955], [-3.6742, -1.6578, 1.6197], [-5.2285, -1.5714, 3.5526], [-4.5584, -0.3922, 5.6260], [-2.3604, 0.6482, 5.7866], [2.5766, 1.3426, 2.9275], [2.0272, 1.9664, 5.5432], [-0.3843, 1.2382, 5.8695], [4.0136, -1.1354, 2.2448], [4.4023, -0.9428, 0.5668], [5.4200, -1.7305, 0.0570], [5.8185, -1.5727, -1.2591], [5.2103, -0.6178, -2.0539], [4.1861, 0.1546, -1.5301], [3.4950, 1.3680, -2.5711], [3.7243, 0.0062, -0.2142], [2.4339, 1.0244, 0.4102], [5.9018, -2.4508, 0.7028], [6.6183, -2.1802, -1.6593], [5.5298, -0.4548, -3.0735], [-2.7287, -5.9704, -0.4220], [-1.8156, -5.0282, -0.1193], [-0.8918, -4.6582, -1.0745], [0.0387, -3.6803, -0.7531], [0.0491, -3.0641, 0.4980], [1.0071, -1.9629, 0.8051], [-0.8865, -3.4925, 1.4409], [-1.8210, -4.4707, 1.1446], [-0.9000, -5.1386, -2.0436], [0.7781, -3.3988, -1.4941], [1.9152, -2.0318, 0.2049], [1.3060, -1.9745, 1.8649], [-0.8871, -3.0513, 2.4309], [-2.5429, -4.8065, 1.8768], [-0.4123, 4.2757, -0.4556], [0.0825, 2.6639, -1.0384], [-0.4586, 1.7528, 0.0791], [-1.0181, 2.4764, -2.4133], [-2.3983, 2.4774, -2.2592], [-3.1928, 2.3211, -3.3814], [-2.6083, 2.1735, -4.6355], [-1.2289, 2.1739, -4.7768], [-0.4208, 2.3170, -3.6566], [-1.4710, 4.2638, -0.2046], [-0.2035, 4.9969, -1.2446], [0.1929, 4.4933, 0.4225], [-2.8416, 2.5730, -1.2762], [-4.2696, 2.3106, -3.2804], [-3.2361, 2.0552, -5.5088], [-0.7812, 2.0562, -5.7545], [0.6594, 2.3041, -3.7434]], "forces_ev_per_angstrom": [[-0.0437, 0.1333, -0.2091], [0.0020, 0.0040, 0.0108], [-0.0150, -0.0042, -0.0226], [-0.0067, 0.0019, -0.0175], [0.0297, -0.0176, -0.0292], [0.0167, 0.0451, -0.0476], [0.0131, 0.0188, 0.0576], [-0.0141, 0.0033, 0.0117], [0.0056, 0.0064, -0.0072], [-0.0023, -0.0008, -0.0038], [0.0077, 0.0020, 0.0133], [-0.0118, 0.0034, 0.0195], [0.0016, -0.0015, -0.0015], [-0.1364, -0.0880, 0.1532], [0.0350, -0.0234, -0.0343], [0.0048, 0.0005, 0.0030], [0.0009, -0.0036, -0.0005], [-0.0035, -0.0015, 0.0010], [0.0173, -0.0050, -0.0131], [-0.0048, 0.0110, 0.0181], [-0.0051, -0.0026, -0.0093], [-0.0210, 0.0101, 0.0644], [-0.0059, 0.0247, -0.0187], [-0.0003, -0.0059, -0.0023], [-0.0013, 0.0060, 0.0131], [-0.0065, 0.0002, -0.0047], [-0.0008, -0.0002, 0.0006], [-0.0009, -0.0001, -0.0007], [-0.0099, -0.0044, 0.0032], [0.0037, -0.0006, -0.0014], [0.0029, -0.0051, -0.0006], [-0.0018, 0.0035, -0.0050], [-0.0132, 0.0248, 0.0285], [-0.0314, 0.0505, -0.0676], [0.0107, -0.0084, 0.0061], [0.0137, -0.0079, -0.0050], [-0.0170, 0.0088, 0.0030], [0.0187, -0.0179, 0.0120], [-0.0038, 0.0113, -0.0083], [0.0232, -0.0899, 0.0651], [0.0437, 0.0017, -0.0191], [0.0037, -0.0018, -0.0046], [0.0002, -0.0038, 0.0022], [-0.0038, 0.0030, -0.0011], [0.0072, 0.0042, 0.0037], [-0.0086, -0.0107, 0.0066], [0.0047, 0.0121, -0.0040], [-0.0041, -0.0226, -0.0023], [-0.0131, 0.0483, 0.0023], [0.0698, -0.1619, -0.0101], [-0.0076, -0.0145, 0.0101], [0.0065, 0.0069, -0.0042], [-0.0010, -0.0025, -0.0001], [0.0041, -0.0019, 0.0052], [0.0039, 0.0245, -0.0035], [-0.0053, 0.0282, 0.0055], [0.0078, -0.0017, -0.0003], [-0.0013, -0.0025, -0.0012], [0.0078, 0.0077, 0.0069], [-0.0122, -0.0016, 0.0126], [0.0547, 0.0444, 0.0383], [0.0269, -0.0081, -0.0048], [-0.0090, 0.0005, -0.0012], [-0.0075, -0.0158, -0.0105], [-0.0055, 0.0035, 0.0000], [0.0230, -0.0017, 0.0142], [-0.0220, 0.0039, -0.0257], [0.0021, -0.0040, -0.0035], [-0.0037, -0.0040, -0.0016], [-0.0036, -0.0036, -0.0009], [0.0035, -0.0036, 0.0046], [-0.0009, 0.0012, -0.0018], [-0.0059, 0.0019, 0.0037], [-0.0024, -0.0008, -0.0008], [-0.0026, -0.0055, 0.0113]], "spin_multiplicity": 1, "charge": 1, "orbital_gap_ev": 7.57}



{"formula": "C3H10O2", "method": "ωB97M-V with the def2-TZVPD basis set", "species": ["C", "C", "C", "H", "H", "H", "H", "H", "H", "H", "H", "O", "H", "H", "O"], "coordinates": [[0.4927, -0.7923, -0.8566], [1.1366, 0.5380, -0.4640], [1.7885, 0.6391, 0.8530], [-0.1974, -0.6823, -1.7358], [-0.1793, -1.1034, 0.0593], [1.1679, -1.5681, -1.1119], [1.3897, 1.3022, -1.2952], [2.4758, 1.5390, 1.0446], [1.9795, -0.1881, 1.3937], [0.6015, 0.9138, 0.6089], [-1.2773, 1.1858, 1.5097], [-1.3255, 0.2437, 1.2340], [-2.1350, -0.3016, 0.0442], [-3.4219, -0.9798, -0.5551], [-2.4958, -0.7460, -0.7287]], "forces_ev_per_angstrom": [[-2.8381, 1.3171, 1.1278], [3.7107, -1.8937, -0.3906], [1.0172, 3.8281, -5.7666], [0.5531, 0.1357, 1.0236], [1.2558, 0.5350, -1.7271], [1.2258, -0.5103, 0.0410], [-1.1007, -0.6758, 2.0373], [-1.6997, -1.1878, -0.2409], [-0.5262, -2.7074, 2.1059], [-2.3376, 0.6258, 1.9465], [-0.4643, -0.9390, -0.0941], [1.5746, 1.5895, 0.3712], [0.3944, 0.9272, 1.5794], [0.6520, 0.2433, 0.0625], [-1.4169, -1.2877, -2.0760]], "spin_multiplicity": 1, "orbital_gap_ev": 6.49}



{"formula": "CH4N2O", "method": "ωB97M-V with the def2-TZVPD basis set", "species": ["C", "H", "H", "H", "H", "N", "N", "O"], "coordinates": [[-0.1124, -0.0887, 0.0673], [1.4406, 0.0242, -1.4340], [0.6145, -1.5224, -1.2394], [-0.3636, 1.5755, 1.2171], [0.7576, 1.8199, -0.1052], [0.7975, -0.5728, -0.8628], [0.0896, 1.2140, 0.3403], [-0.9981, -0.7317, 0.6019]], "forces_ev_per_angstrom": [[0.3179, -0.3328, -0.6606], [-1.2369, -0.8351, 1.1190], [0.1594, 1.2968, 0.5095], [0.6766, -0.6193, -1.6811], [0.0401, -0.3475, 0.0429], [0.3506, -1.0585, -1.2361], [-0.8581, 2.1479, 2.2053], [0.5504, -0.2515, -0.2989]], "spin_multiplicity": 1, "orbital_gap_ev": 10.82, "smiles": "NC(N)=O"}